Here is a molecular structure, C29H29CsN10O6SSe3Te in a non-equilibrium geometry from the Open Molecules 2025 dataset. Energies are from ωB97M-V/def2-TZVPD.

Computed properties:
E (eV): -272447.9228
Kohn-Sham gap (eV): 4.307
Energy above the lowest of the compared OMol25 structures with the same formula, charge and spin (kJ/mol): 145.1
HOMO (eV): -1.06
LUMO level (eV): 3.24

```
! wB97M-V def2-TZVPD RIJCOSX def2/J DEFGRID3
* xyz -2 1
Cs 0.82398 -1.01593 -0.41033
N -4.14111 -2.34974 -0.27886
C -3.03075 -1.95883 0.36765
N -1.97527 -2.23458 -0.35386
C -2.50495 -2.80444 -1.47009
N -3.82049 -2.89873 -1.46485
C -1.68117 -3.30113 -2.58595
C -2.25914 -3.92367 -3.69064
N -1.52631 -4.40755 -4.68461
C -0.20774 -4.26991 -4.56560
C 0.37012 -3.64455 -3.47122
N -0.36625 -3.15436 -2.48377
H -5.10188 -2.26904 -0.00036
H -3.03888 -1.49495 1.34083
H -3.33479 -4.02559 -3.75899
H 0.40607 -4.66986 -5.36392
H 1.44561 -3.54486 -3.37613
Se 3.46724 -3.01891 -0.02644
Se 5.57709 -3.76199 0.75563
Te 5.95620 -3.09501 3.17753
Se 1.77150 -4.03033 1.21753
C 0.69067 -4.52767 5.00809
C 1.74477 -3.45805 4.78474
S 2.14207 -2.62958 6.29810
O 2.71002 -3.58240 7.22446
O 1.00585 -1.84294 6.74057
C 3.44517 -1.50298 5.80856
C 2.99540 -0.05584 5.64533
N 1.91712 0.15805 4.67442
C 1.96366 -0.16903 3.35548
N 0.78029 -0.02235 2.76918
C -0.06169 0.42332 3.72883
C 0.60704 0.53222 4.91452
N 0.09330 1.07000 6.12099
O 0.86955 1.46613 6.97778
O -1.11912 1.19804 6.19159
C 3.18185 -0.65919 2.67371
H 0.48919 -5.00946 4.05179
H -0.23469 -4.09417 5.38983
H 1.04495 -5.27968 5.71251
H 1.40300 -2.69892 4.07923
H 2.67980 -3.87007 4.39465
H 3.92901 -1.92655 4.92211
H 4.17323 -1.55512 6.61910
H 3.85588 0.53914 5.33479
H 2.63779 0.33077 6.59139
H -1.09520 0.66345 3.54559
H 4.09680 -0.43270 3.21583
H 3.25170 -0.22756 1.67735
H 3.13263 -1.74679 2.54320
O 2.02020 2.34208 -1.12172
C 0.95545 2.27984 -1.71215
N 0.29597 3.42824 -2.20515
C -0.80507 3.01539 -3.05180
C -0.83096 1.48072 -2.72598
O -1.71705 0.75067 -3.15681
N 0.22528 1.15104 -1.97419
C -0.48511 3.25939 -4.52268
C -0.55893 4.55861 -5.02336
C -0.20320 4.83934 -6.33311
C 0.22502 3.81692 -7.16989
C 0.29330 2.52058 -6.68317
C -0.05944 2.24115 -5.36873
C -2.13356 3.63880 -2.66360
C -3.26385 3.38488 -3.43965
C -4.49407 3.91282 -3.08458
C -4.61616 4.70454 -1.94840
C -3.49733 4.95452 -1.16958
C -2.26311 4.42172 -1.52383
H 0.90717 4.16829 -2.51436
H -0.91184 5.35493 -4.37704
H -0.26525 5.85581 -6.70294
H 0.50053 4.03027 -8.19551
H 0.62189 1.71529 -7.32862
H -0.01533 1.22392 -5.00244
H -3.17079 2.75325 -4.31341
H -5.36461 3.70086 -3.69386
H -5.57865 5.11765 -1.67127
H -3.58132 5.56272 -0.27687
H -1.38830 4.59966 -0.91257
*
```

Here is a molecular structure, C27H22BrCl2N3Rb from the Open Molecules 2025 dataset. Energies are from ωB97M-V/def2-TZVPD.

Computed properties:
E (eV): -128568.1924
Kohn-Sham gap (eV): 5.342
Energy above the lowest of the compared OMol25 structures with the same formula, charge and spin (kJ/mol): 59.7
HOMO (eV): -3.52
LUMO level (eV): 1.83

```
! wB97M-V def2-TZVPD RIJCOSX def2/J DEFGRID3
* xyz -1 1
Rb 1.30325 -0.88814 0.39668
C -2.93680 -5.47316 0.49909
C -1.55689 -5.20912 1.02348
C -0.71972 -6.21988 1.48133
C 0.55318 -5.93578 1.94115
C 0.94849 -4.60492 1.91981
Br 2.68449 -4.13092 2.50880
N 0.17807 -3.62859 1.50418
C -1.04404 -3.91643 1.06527
H -3.20874 -6.52268 0.61020
H -3.00631 -5.22451 -0.56113
H -3.68424 -4.87552 1.02181
H -1.06886 -7.24662 1.47715
H 1.22112 -6.70424 2.30047
H -1.64229 -3.07298 0.73411
Cl 2.44086 0.87939 5.89155
C 2.33248 1.65834 4.30672
Cl 2.15477 0.49840 2.98893
H 3.24523 2.21635 4.14053
H 1.45923 2.29933 4.29739
N 7.30274 0.64363 -5.42263
C 6.51400 0.39164 -4.62087
C 5.53402 0.07526 -3.61803
C 5.21227 -1.25411 -3.34504
C 4.26848 -1.53545 -2.36560
C 3.58547 -0.56355 -1.60249
C 3.96022 0.75586 -1.93609
C 4.89845 1.09127 -2.90495
H 5.70396 -2.04733 -3.89824
H 4.06586 -2.59368 -2.19590
H 3.49704 1.59496 -1.41566
H 5.14522 2.12608 -3.11655
N -0.75579 0.84370 0.37020
C -1.57199 1.75289 0.12777
C -2.18085 2.61277 1.23794
C -2.31623 2.05125 2.50742
C -2.77609 2.79677 3.57959
C -3.09878 4.14023 3.41203
C -2.95926 4.71707 2.15822
C -2.51463 3.95579 1.08265
C -2.02616 2.11190 -1.28405
C -3.32035 2.52016 -1.59374
C -3.70689 2.75072 -2.90909
C -2.79358 2.59451 -3.94143
C -1.49443 2.19443 -3.64527
C -1.12264 1.95020 -2.33365
H -2.01592 1.01545 2.61740
H -2.88008 2.33321 4.55459
H -3.45226 4.72842 4.25052
H -3.19545 5.76496 2.01215
H -2.41300 4.41863 0.10736
H -4.04218 2.65275 -0.79482
H -4.72527 3.05375 -3.12473
H -3.08759 2.78112 -4.96738
H -0.76787 2.06829 -4.43943
H -0.12372 1.60814 -2.08972
*
```

Here is a molecular structure, C19H41AlBr2Cl3KNO7 in a non-equilibrium geometry from the Open Molecules 2025 dataset. Energies are from ωB97M-V/def2-TZVPD.

Computed properties:
E (eV): -236745.3154
Kohn-Sham gap (eV): 1.534
HOMO (eV): -7.56
LUMO level (eV): -6.02

```
! wB97M-V def2-TZVPD RIJCOSX def2/J DEFGRID3
* xyz 1 1
C 2.62534 3.15148 -0.62395
C 1.60547 2.19062 -1.24822
O 0.45670 2.00791 -0.47915
C -0.33566 3.17841 -0.29211
C -0.73367 3.38045 1.17446
C -0.51628 2.14610 2.03587
C 0.93158 1.94591 2.50586
C 1.02098 1.33981 3.94070
C 1.45320 -0.07007 3.88888
C 0.53244 -0.95880 3.11978
Br 3.22345 -0.24462 3.29295
H 2.60607 3.12683 0.46100
H 3.60370 2.93069 -1.02060
H 2.38305 4.17769 -0.92084
H 1.37180 2.48909 -2.27480
H 2.06583 1.20660 -1.32471
H 0.17153 4.07252 -0.65652
H -1.24069 3.08867 -0.89225
H -0.19564 4.22170 1.59263
H -1.78884 3.64546 1.23407
H -0.83642 1.26370 1.48257
H -1.13807 2.23127 2.92759
H 1.41983 1.30535 1.77663
H 1.44549 2.90514 2.46428
H 1.67496 1.94651 4.56128
H 0.02206 1.37399 4.37506
H 0.91419 -1.16561 2.12296
H 0.39509 -1.91208 3.63669
H -0.43394 -0.46023 3.05371
Cl -0.15819 -3.33653 0.48880
C -1.14426 -1.92541 -0.04990
C -2.60743 -2.24810 -0.11721
Cl -3.05685 -3.42818 -1.30766
H -0.78783 -1.60768 -1.02799
H -0.99713 -1.09787 0.65330
H -3.16607 -1.33247 -0.32324
H -2.90792 -2.69317 0.86035
K 4.92209 4.36986 -1.53900
O 6.67336 -1.08297 4.96900
H 5.73821 -0.87618 5.05682
H 6.72810 -1.63337 4.18218
Al -3.30753 -2.60000 2.85688
C -1.57313 7.10920 3.50355
C -0.35666 6.65194 2.84992
N 0.56861 6.24500 2.30515
H -1.89461 6.38314 4.24717
H -1.40421 8.06550 3.99483
H -2.37256 7.21755 2.77075
Cl 0.95522 -5.84453 0.65189
C -0.92087 -4.44352 -3.60734
C -0.10003 -5.44426 -4.35830
C 1.39898 -5.29672 -4.21528
O 1.85979 -5.86059 -5.47033
C 0.86420 -5.68786 -6.39432
O 1.07984 -5.89408 -7.55411
O -0.25238 -5.31532 -5.81824
H -0.74239 -4.59946 -2.53862
H -0.71368 -3.39550 -3.86270
H -1.97050 -4.61267 -3.81430
H -0.40618 -6.46126 -4.09920
H 1.80538 -5.84955 -3.37274
H 1.71931 -4.25592 -4.16458
Br -2.55212 -2.13009 -4.31801
C -4.90540 3.33561 0.98385
C -4.67888 4.14501 2.30074
O -4.42712 5.42881 2.06360
H -4.01157 3.41025 0.36200
H -5.07390 2.27955 1.22545
H -5.75847 3.67099 0.39784
H -3.84196 3.59676 2.81920
H -5.56908 3.94114 2.93722
O 3.87708 -7.86198 -6.51434
H 4.55204 -7.63821 -5.84588
H 3.19685 -7.12016 -6.57700
H 3.43482 -8.70614 -6.29886
*
```

Here is a molecular structure, C14H17N4O7Rh from the Open Molecules 2025 dataset. Energies are from ωB97M-V/def2-TZVPD.

Computed properties:
E (eV): -38097.1352
Kohn-Sham gap (eV): 8.971
Energy above the lowest of the compared OMol25 structures with the same formula, charge and spin (kJ/mol): 0.0
HOMO (eV): -9.21
LUMO level (eV): -0.24

```
! wB97M-V def2-TZVPD RIJCOSX def2/J DEFGRID3
* xyz 0 1
Rh 0.03972 0.45027 -0.16739
O -1.93987 -2.73310 -0.22938
C -0.89004 -2.13013 -0.22942
O -0.55139 -1.23400 -1.13024
C 0.18580 -2.44985 0.83366
C 1.58270 -2.04501 0.37939
C 2.66830 -2.58254 1.30914
C 2.54613 -1.64895 2.53921
C 1.35215 -0.79226 2.15534
O 1.59049 -0.61687 0.71199
C 0.05105 -1.62313 2.15954
C -1.16407 -0.69994 2.23778
O -1.88404 -0.70836 3.20888
O -1.34843 0.08699 1.20904
H 0.11783 -3.51722 1.03555
H 1.76487 -2.16493 -0.68490
H 3.65047 -2.50225 0.84668
H 2.49016 -3.63056 1.54546
H 3.43302 -1.02943 2.65795
H 2.36731 -2.18122 3.47132
H 1.28540 0.19102 2.61341
H 0.01457 -2.26971 3.03259
N 1.47018 0.95762 -1.60759
C 2.37402 1.96805 -0.99958
C 2.01687 2.26703 0.46864
O 2.87087 2.69633 1.20868
O 0.76364 2.07748 0.77470
H 1.94546 0.08124 -1.79291
H 1.08172 1.27507 -2.48780
H 2.25705 2.90854 -1.53926
H 3.41502 1.66617 -1.07756
N -4.80585 0.60936 -2.10741
C -3.64841 1.29507 -1.96904
C -2.60728 0.75189 -1.18165
N -1.47372 1.40974 -1.05629
C -1.33191 2.60984 -1.65758
C -2.36804 3.11055 -2.40692
N -3.51860 2.46221 -2.58342
H -4.89969 -0.31829 -1.73639
H -5.50965 0.97054 -2.72504
H -2.70286 -0.19531 -0.67304
H -0.41741 3.15164 -1.46871
H -2.27354 4.07641 -2.88740
*
```

Here is 2 unconnected molecules or ions with the total composition CHO3S3 in a non-equilibrium geometry from the Open Molecules 2025 dataset. Energies are from ωB97M-V/def2-TZVPD.

Computed properties:
E (eV): -39700.4460
Kohn-Sham gap (spin up / spin down) (eV): 5.018 / 6.549
Energy above the lowest of the compared OMol25 structures with the same formula, charge and spin (kJ/mol): 243.2
HOMO (spin up / spin down) (eV): -3.38 / -4.17
LUMO level (spin up / spin down) (eV): 1.64 / 2.38

```
! wB97M-V def2-TZVPD RIJCOSX def2/J DEFGRID3
* xyz -1 1
C 2.32670 0.16122 -0.00761
O -2.53398 -1.47284 -0.77797
O -0.94884 0.17942 0.20510
O -3.54039 0.40372 0.31230
S 3.91049 0.26694 0.05308
S 1.19728 1.33571 -0.45383
S -2.30735 -0.32321 0.07627
H 1.89610 -0.55096 0.59265
*
```

E of number 1 (C29H29CsN10O6SSe3Te)? -272447.9228 eV

Copy entry 5 word for word.
Here is 2 unconnected molecules or ions with the total composition CHO3S3 in a non-equilibrium geometry from the Open Molecules 2025 dataset. Energies are from ωB97M-V/def2-TZVPD.

Computed properties:
E (eV): -39700.4460
Kohn-Sham gap (spin up / spin down) (eV): 5.018 / 6.549
Energy above the lowest of the compared OMol25 structures with the same formula, charge and spin (kJ/mol): 243.2
HOMO (spin up / spin down) (eV): -3.38 / -4.17
LUMO level (spin up / spin down) (eV): 1.64 / 2.38

```
! wB97M-V def2-TZVPD RIJCOSX def2/J DEFGRID3
* xyz -1 1
C 2.32670 0.16122 -0.00761
O -2.53398 -1.47284 -0.77797
O -0.94884 0.17942 0.20510
O -3.54039 0.40372 0.31230
S 3.91049 0.26694 0.05308
S 1.19728 1.33571 -0.45383
S -2.30735 -0.32321 0.07627
H 1.89610 -0.55096 0.59265
*
```

E of number 3 (C19H41AlBr2Cl3KNO7)? -236745.3154 eV

What is the formula in the fourth record? C14H17N4O7Rh